[1]
ORCA calculation (ωB97M-V with the def2-TZVPD basis set) on C62H170Ba2N15O20 as an isolated structure.

Geometry (Å):
Ba (-0.396, -2.308, 0.904)
Ba (1.636, -0.723, 3.621)
N (2.903, 0.247, -0.638)
H (2.793, 1.138, -1.018)
H (3.651, -0.399, 1.000)
H (2.654, -0.366, -1.388)
H (2.182, 0.282, 0.094)
O (0.327, -1.182, 5.891)
C (-0.231, -2.461, 5.690)
C (-1.212, -2.545, 4.516)
O (-0.623, -2.087, 3.333)
H (-0.901, -2.790, 6.524)
H (0.524, -3.209, 5.607)
H (-2.091, -1.867, 4.725)
H (-1.606, -3.579, 4.383)
O (4.163, -0.585, 1.789)
C (4.459, -1.919, 1.581)
C (3.359, -2.852, 2.124)
O (2.085, -2.648, 1.595)
H (5.364, -2.211, 2.013)
H (4.407, -2.148, 0.489)
H (3.452, -2.784, 3.233)
H (3.714, -3.898, 1.928)
O (0.508, 0.207, 1.456)
C (-0.287, 1.117, 0.884)
C (-0.554, 0.845, -0.685)
O (-0.876, -0.440, -0.944)
H (0.118, 2.081, 0.949)
H (-1.249, 1.188, 1.437)
H (0.343, 1.171, -1.192)
H (-1.357, 1.651, -0.917)
C (-1.121, 5.692, 0.184)
C (-1.108, 5.822, 1.661)
C (-1.586, 4.596, 2.324)
O (-2.940, 4.308, 2.057)
C (-3.367, 3.164, 2.697)
N (0.238, 6.096, 2.187)
H (-2.149, 5.445, -0.256)
H (-0.276, 5.032, -0.094)
H (-1.091, 6.702, -0.292)
H (-1.831, 6.589, 1.820)
H (-1.328, 4.671, 3.389)
H (-0.955, 3.804, 1.885)
H (-4.339, 2.826, 2.297)
H (-3.567, 3.404, 3.732)
H (-2.606, 2.346, 2.635)
H (0.779, 6.711, 1.597)
H (0.050, 6.553, 3.101)
C (7.326, 3.956, -2.396)
C (6.566, 2.789, -2.971)
C (6.737, 1.572, -2.040)
O (6.167, 0.420, -2.611)
C (6.223, -0.647, -1.765)
N (5.121, 3.100, -3.163)
H (7.054, 4.216, -1.355)
H (7.208, 4.843, -3.044)
H (8.394, 3.736, -2.328)
H (6.998, 2.415, -3.905)
H (6.126, 1.802, -1.112)
H (7.787, 1.403, -1.737)
H (5.876, -0.503, -0.744)
H (7.214, -1.109, -1.754)
H (5.507, -1.406, -2.140)
H (4.636, 2.176, -3.276)
H (4.781, 3.613, -2.372)
C (-2.782, -7.008, -0.228)
C (-2.164, -5.760, 0.473)
C (-1.252, -6.204, 1.559)
O (-1.008, -5.197, 2.515)
C (0.353, -5.375, 2.901)
N (-1.399, -4.970, -0.427)
H (-3.447, -7.682, 0.367)
H (-1.956, -7.667, -0.507)
H (-3.298, -6.715, -1.204)
H (-2.944, -5.200, 0.916)
H (-0.283, -6.482, 1.164)
H (-1.625, -7.087, 2.032)
H (0.467, -4.492, 3.538)
H (1.014, -5.316, 2.074)
H (0.503, -6.276, 3.484)
H (-0.724, -5.614, -0.874)
H (-1.847, -4.468, -1.165)
C (4.657, 6.520, -1.623)
C (3.156, 6.906, -1.445)
C (2.256, 5.823, -1.988)
O (2.514, 4.692, -1.223)
C (1.681, 3.628, -1.552)
N (2.771, 7.339, -0.030)
H (4.718, 5.939, -2.553)
H (4.877, 5.955, -0.728)
H (5.306, 7.349, -1.604)
H (2.904, 7.851, -2.012)
H (2.569, 5.777, -3.021)
H (1.159, 6.007, -1.900)
H (1.912, 3.089, -2.428)
H (0.770, 4.071, -1.796)
H (1.549, 2.983, -0.686)
H (3.488, 8.073, 0.171)
H (2.915, 6.615, 0.652)
C (-1.605, -5.568, -4.735)
C (-0.871, -4.267, -4.690)
C (-1.297, -3.344, -5.800)
O (-1.178, -3.906, -7.083)
C (-1.822, -3.192, -8.063)
N (-1.015, -3.638, -3.362)
H (-2.608, -5.546, -4.298)
H (-1.061, -6.332, -4.189)
H (-1.675, -5.964, -5.783)
H (0.197, -4.339, -4.771)
H (-0.706, -2.415, -5.749)
H (-2.408, -3.044, -5.677)
H (-2.896, -3.116, -7.930)
H (-1.557, -3.592, -9.033)
H (-1.577, -2.136, -8.090)
H (-0.525, -2.752, -3.320)
H (-1.988, -3.364, -3.158)
C (-2.015, 3.402, 6.061)
C (-1.446, 2.073, 6.284)
C (-2.202, 0.968, 7.179)
O (-2.436, 1.531, 8.458)
C (-2.904, 0.595, 9.355)
N (-1.276, 1.247, 5.074)
H (-1.956, 4.049, 6.953)
H (-3.019, 3.309, 5.699)
H (-1.433, 3.926, 5.308)
H (-0.492, 2.150, 6.867)
H (-1.583, 0.070, 7.205)
H (-3.061, 0.560, 6.662)
H (-2.700, 0.927, 10.375)
H (-2.376, -0.369, 9.228)
H (-4.011, 0.537, 9.291)
H (-0.670, 1.705, 4.450)
H (-0.766, 0.372, 5.335)
C (-3.261, 0.088, -5.371)
C (-2.154, 0.416, -4.361)
C (-2.160, 1.897, -4.066)
O (-1.815, 2.693, -5.219)
C (-2.250, 4.002, -5.056)
N (-2.389, -0.312, -3.169)
H (-3.302, 0.814, -6.274)
H (-4.260, 0.147, -4.894)
H (-3.244, -0.913, -5.749)
H (-1.132, 0.174, -4.812)
H (-1.394, 2.185, -3.205)
H (-3.170, 2.133, -3.751)
H (-3.359, 4.047, -4.855)
H (-1.995, 4.469, -6.026)
H (-1.652, 4.339, -4.234)
H (-1.653, -0.297, -2.395)
H (-3.299, -0.045, -2.741)
C (-4.903, -2.370, 2.540)
C (-4.569, -0.866, 2.638)
C (-4.725, -0.310, 4.121)
O (-6.015, -0.431, 4.616)
C (-6.132, -0.423, 5.980)
N (-3.240, -0.666, 2.030)
H (-5.948, -2.638, 2.513)
H (-4.276, -3.013, 3.226)
H (-4.495, -2.745, 1.587)
H (-5.302, -0.279, 2.041)
H (-4.466, 0.756, 4.100)
H (-4.083, -0.872, 4.817)
H (-5.594, -1.268, 6.449)
H (-7.150, -0.612, 6.287)
H (-5.777, 0.531, 6.410)
H (-2.558, -0.826, 2.834)
H (-3.137, 0.289, 1.754)
C (-7.721, 3.020, -1.870)
C (-7.041, 1.976, -2.692)
C (-5.799, 1.483, -1.946)
O (-4.865, 2.517, -1.767)
C (-3.889, 2.311, -0.709)
N (-7.968, 0.927, -2.979)
H (-8.084, 2.632, -0.871)
H (-8.616, 3.226, -2.446)
H (-7.047, 3.892, -1.743)
H (-6.749, 2.567, -3.608)
H (-5.385, 0.640, -2.479)
H (-6.011, 1.046, -0.889)
H (-3.182, 3.118, -0.850)
H (-3.287, 1.364, -0.806)
H (-4.394, 2.339, 0.245)
H (-7.667, 0.214, -3.602)
H (-8.379, 0.522, -2.156)
C (1.626, 0.295, -4.169)
C (1.390, -1.191, -4.041)
C (2.454, -2.095, -4.730)
O (2.039, -2.092, -6.105)
C (2.428, -3.248, -6.768)
N (1.362, -1.578, -2.607)
H (1.675, 0.641, -5.203)
H (2.417, 0.684, -3.511)
H (0.755, 0.853, -3.752)
H (0.448, -1.391, -4.545)
H (2.400, -3.101, -4.258)
H (3.462, -1.709, -4.689)
H (2.174, -3.238, -7.816)
H (1.909, -4.073, -6.334)
H (3.458, -3.636, -6.690)
H (1.342, -2.564, -2.366)
H (0.651, -1.080, -2.050)
C (6.338, 2.872, 2.191)
C (4.928, 3.449, 2.354)
C (4.902, 4.876, 2.914)
O (5.299, 4.884, 4.274)
C (5.354, 6.264, 4.753)
N (4.505, 3.575, 0.931)
H (6.924, 3.512, 1.510)
H (6.231, 1.900, 1.679)
H (6.914, 2.751, 3.107)
H (4.221, 2.813, 3.068)
H (3.893, 5.206, 2.887)
H (5.501, 5.643, 2.381)
H (5.448, 6.325, 5.786)
H (4.470, 6.773, 4.457)
H (6.267, 6.709, 4.339)
H (4.765, 2.805, 0.329)
H (3.572, 3.917, 0.767)
C (2.183, -6.671, -2.821)
C (3.149, -5.713, -2.276)
C (4.178, -5.378, -3.350)
O (4.985, -6.510, -3.465)
C (5.960, -6.555, -4.518)
N (2.434, -4.517, -1.708)
H (1.409, -6.227, -3.445)
H (1.690, -7.027, -1.933)
H (2.657, -7.486, -3.349)
H (3.716, -6.243, -1.435)
H (4.750, -4.507, -3.090)
H (3.640, -5.195, -4.280)
H (6.699, -5.816, -4.324)
H (5.474, -6.338, -5.484)
H (6.561, -7.485, -4.437)
H (3.059, -3.922, -1.196)
H (1.792, -4.852, -1.009)
C (4.535, 1.725, 5.993)
C (2.993, 1.829, 6.325)
C (2.155, 2.799, 5.415)
O (2.235, 2.171, 4.059)
C (1.457, 2.795, 3.015)
N (2.336, 0.528, 6.297)
H (4.875, 2.744, 5.894)
H (4.709, 1.246, 5.086)
H (4.998, 1.254, 6.884)
H (2.961, 2.349, 7.331)
H (2.572, 3.753, 5.302)
H (1.083, 2.855, 5.621)
H (1.909, 2.405, 2.097)
H (1.586, 3.852, 2.935)
H (0.434, 2.511, 2.979)
H (2.877, -0.121, 6.845)
H (1.339, 0.510, 6.578)
C (-4.742, -2.927, -3.099)
C (-4.689, -2.904, -1.559)
C (-5.177, -4.239, -0.914)
O (-6.578, -4.332, -1.070)
C (-6.961, -5.659, -1.525)
N (-3.241, -2.582, -1.205)
H (-5.768, -3.038, -3.457)
H (-4.217, -3.841, -3.501)
H (-4.394, -2.003, -3.521)
H (-5.408, -2.121, -1.177)
H (-4.771, -4.214, 0.075)
H (-4.656, -5.005, -1.432)
H (-7.999, -5.858, -1.181)
H (-6.297, -6.440, -1.075)
H (-6.723, -5.811, -2.596)
H (-2.809, -1.912, -1.852)
H (-3.194, -2.211, -0.236)

Forces on atoms 1 to 3 (eV/Å):
Ba 0.1 0.2 -0.2
Ba -0.4 0.1 0.0
N 0.5 -0.4 1.6

Its HOMO energy is -5.0 eV. As for the multiplicity: 1. Its net charge is -1.

[2]
ORCA calculation (ωB97M-V with the def2-TZVPD basis set) on C62H53Cl4IO4P2PbSi as an isolated structure.

Geometry (Å):
Pb (0.043, 0.511, -0.426)
C (-1.794, -7.036, 0.877)
C (-1.478, -6.228, -0.395)
C (-1.575, -7.160, -1.618)
C (-2.492, -5.112, -0.539)
C (-3.835, -5.435, -0.711)
C (-4.810, -4.464, -0.847)
C (-4.436, -3.131, -0.791)
C (-3.113, -2.754, -0.607)
P (-2.678, -0.942, -0.352)
C (-3.526, -0.267, -1.828)
C (-4.315, 0.879, -1.856)
C (-4.805, 1.373, -3.061)
C (-4.494, 0.744, -4.258)
C (-3.680, -0.385, -4.246)
C (-3.200, -0.883, -3.043)
C (-3.669, -0.720, 1.170)
C (-3.062, -1.215, 2.327)
C (-3.650, -1.017, 3.568)
C (-4.849, -0.317, 3.671)
C (-5.457, 0.175, 2.525)
C (-4.866, -0.022, 1.281)
C (-2.141, -3.760, -0.490)
O (-0.839, -3.350, -0.316)
C (0.207, -4.285, -0.263)
C (1.496, -3.755, -0.186)
C (2.516, -4.709, -0.192)
C (2.297, -6.081, -0.206)
C (0.996, -6.546, -0.251)
C (-0.073, -5.656, -0.301)
P (2.224, -1.690, -0.007)
C (2.824, -2.190, 1.660)
C (1.982, -1.808, 2.709)
C (2.314, -2.092, 4.031)
C (3.491, -2.767, 4.326)
C (4.347, -3.128, 3.292)
C (4.024, -2.829, 1.973)
C (3.021, -2.058, -1.630)
C (4.389, -2.116, -1.875)
C (4.872, -2.359, -3.161)
C (3.996, -2.520, -4.223)
C (2.622, -2.445, -3.994)
C (2.146, -2.231, -2.709)
H (-2.801, -7.462, 0.831)
H (-1.735, -6.392, 1.756)
H (-1.079, -7.853, 1.003)
H (-2.573, -7.601, -1.698)
H (-0.852, -7.974, -1.549)
H (-1.373, -6.601, -2.534)
H (-4.123, -6.481, -0.737)
H (-5.848, -4.743, -0.979)
H (-5.192, -2.354, -0.882)
H (-4.502, 1.423, -0.940)
H (-5.412, 2.271, -3.061)
H (-4.865, 1.140, -5.196)
H (-3.411, -0.874, -5.175)
H (-2.564, -1.763, -3.044)
H (-2.103, -1.722, 2.256)
H (-3.153, -1.379, 4.458)
H (-5.293, -0.135, 4.643)
H (-6.379, 0.741, 2.598)
H (-5.335, 0.398, 0.400)
H (3.550, -4.368, -0.201)
H (3.131, -6.777, -0.187)
H (0.805, -7.615, -0.255)
H (1.062, -1.263, 2.501)
H (1.649, -1.770, 4.826)
H (3.748, -2.996, 5.354)
H (5.281, -3.634, 3.511)
H (4.731, -3.081, 1.191)
H (5.090, -1.960, -1.063)
H (5.943, -2.409, -3.328)
H (4.373, -2.700, -5.223)
H (1.925, -2.556, -4.816)
H (1.074, -2.208, -2.528)
Cl (-4.507, 4.149, 3.794)
C (-3.254, 3.103, 3.188)
C (-2.324, 2.553, 4.052)
Cl (-2.381, 2.907, 5.757)
C (-1.335, 1.692, 3.540)
Cl (-0.161, 0.957, 4.594)
C (-1.254, 1.372, 2.187)
O (-0.321, 0.562, 1.735)
C (-2.229, 1.926, 1.289)
O (-2.199, 1.587, 0.031)
C (-3.192, 2.785, 1.820)
Cl (-4.351, 3.451, 0.697)
I (5.382, 0.191, 0.771)
C (3.294, -0.002, 0.171)
H (3.270, 0.569, -0.761)
H (2.810, 0.619, 0.931)
C (2.004, 3.777, 2.581)
C (1.363, 4.745, 1.561)
C (-0.148, 4.814, 1.845)
C (1.943, 6.157, 1.717)
Si (1.587, 4.015, -0.172)
O (1.117, 2.492, -0.288)
C (0.548, 5.086, -1.355)
C (0.958, 6.337, -1.837)
C (0.133, 7.108, -2.653)
C (-1.126, 6.638, -3.010)
C (-1.554, 5.397, -2.551)
C (-0.726, 4.632, -1.734)
C (3.372, 4.232, -0.794)
C (3.593, 3.979, -2.159)
C (4.861, 4.056, -2.723)
C (5.953, 4.401, -1.933)
C (5.767, 4.648, -0.581)
C (4.495, 4.555, -0.022)
H (1.881, 4.164, 3.602)
H (3.077, 3.628, 2.405)
H (1.536, 2.787, 2.538)
H (-0.321, 5.094, 2.896)
H (-0.637, 3.850, 1.679)
H (-0.648, 5.553, 1.209)
H (1.764, 6.515, 2.741)
H (1.463, 6.865, 1.031)
H (3.021, 6.201, 1.534)
H (1.947, 6.710, -1.581)
H (0.473, 8.074, -3.012)
H (-1.771, 7.237, -3.644)
H (-2.535, 5.024, -2.826)
H (-1.071, 3.665, -1.372)
H (2.749, 3.709, -2.791)
H (4.999, 3.840, -3.776)
H (6.945, 4.458, -2.367)
H (6.617, 4.892, 0.047)
H (4.386, 4.727, 1.043)

Forces on atoms 1 to 3 (eV/Å):
Pb -0.2 0.6 -0.6
C 0.0 0.0 0.0
C 0.0 0.0 0.0

The relative energy (zero: lowest compared OMol25 entry of this formula, charge and spin) is 0.9736 eV. Its HOMO energy is -2.2 eV. As for the multiplicity: 1. Its net charge is -2.

Asked for LUMO across the records above, the calculation gives 0.06498; 0.14006 Ha in order.
Asked for gap between HOMO and LUMO across the records above, the calculation gives 6.77; 5.98 eV in order.